Here is 3 unconnected molecules or ions with the total composition C3H11ClN3 from the OMol25 dataset. Energies are from ωB97M-V/def2-TZVPD.

Computed properties:
E_HOMO: -0.509 Ha
LUMO level: -3.17 eV
Energy: -20271.772 eV
Energy above the lowest of the compared OMol25 structures with the same formula, charge and spin: 119.6 kcal per mole
Total charge: +1
Largest force on an atom: 0.0910 Eh/bohr
Frontier orbital gap: 10.68 eV
Multiplicity: 1

The geometry in XYZ format:
```
18
C3H11ClN3 (ωB97M-V/def2-TZVPD)
C -1.472 2.155 0.270
C -0.702 0.951 -0.144
C -0.370 -2.646 -0.753
N 0.164 -2.277 0.339
N -0.252 0.171 0.923
N 0.737 1.090 0.399
Cl 3.615 -0.242 -0.126
H -2.586 2.072 -0.121
H -1.422 2.515 1.306
H -0.995 3.004 -0.403
H -0.824 0.485 -1.200
H -0.770 -1.768 -1.379
H 0.326 -3.029 1.016
H 0.009 -0.881 0.907
H -0.521 -3.617 -1.297
H 2.560 -0.639 -0.787
H 0.770 1.864 1.043
H 1.733 0.792 0.008
```

Here is a molecular structure, C3H11InNO2 from the OMol25 dataset. Energies are from ωB97M-V/def2-TZVPD.

Computed properties:
E_HOMO: -0.153 Ha
LUMO level: 3.33 eV
Energy: -14048.589 eV
Total charge: -1
Largest force on an atom: 0.0249 Eh/bohr
Frontier orbital gap: 7.50 eV
Multiplicity: 1

The geometry in XYZ format:
```
18
C3H11InNO2 (ωB97M-V/def2-TZVPD)
C -1.066 1.225 -1.443
C 0.208 0.314 -1.594
O -0.105 -0.973 -2.089
C 1.101 0.304 -0.325
In 0.443 -1.120 1.288
N 0.532 -0.109 3.177
O -1.439 -1.964 0.942
H -1.961 0.653 -1.161
H -0.826 1.970 -0.663
H -1.235 1.799 -2.372
H 0.798 0.798 -2.400
H -0.454 -1.518 -1.375
H 1.160 1.335 0.084
H 2.131 0.059 -0.657
H 1.637 -2.483 1.300
H -0.206 0.589 3.243
H 1.393 0.427 3.251
H -2.111 -1.303 0.795
```

Here is 2 unconnected molecules or ions with the total composition C3H11N from the OMol25 dataset. Energies are from ωB97M-V/def2-TZVPD.

Computed properties:
E_HOMO (spin up / spin down): 0.059 / -0.178 Ha
LUMO level (spin up / spin down): 3.16 / 3.16 eV
Energy: -4777.161 eV
Energy above the lowest of the compared OMol25 structures with the same formula, charge and spin: 19.6 kcal per mole
Total charge: -1
Largest force on an atom: 0.0201 Eh/bohr
Frontier orbital gap (spin up / spin down): 1.55 / 7.99 eV
Multiplicity: 2

The geometry in XYZ format:
```
15
C3H11N (ωB97M-V/def2-TZVPD)
C 0.885 2.239 6.453
H 0.934 1.853 5.442
H 1.815 2.774 6.619
H 0.823 1.432 7.139
H 0.020 2.884 6.521
C -0.776 -1.353 -4.396
N 0.221 -1.107 -3.350
C -0.288 -0.707 -2.047
H -1.072 -2.404 -4.454
H -1.660 -0.738 -4.295
H -0.329 -1.115 -5.374
H 0.704 -1.992 -3.240
H -1.366 -0.863 -1.935
H -0.106 0.353 -1.848
H 0.195 -1.257 -1.235
```

Here is 2 unconnected molecules or ions with the total composition C3H11N from the OMol25 dataset. Energies are from ωB97M-V/def2-TZVPD.

Computed properties:
E_HOMO: -0.309 Ha
LUMO level: 1.14 eV
Energy: -4778.315 eV
Energy above the lowest of the compared OMol25 structures with the same formula, charge and spin: 27.2 kcal per mole
SMILES: CNC.C
Largest force on an atom: 0.0806 Eh/bohr
Frontier orbital gap: 9.56 eV
Multiplicity: 1

The geometry in XYZ format:
```
15
C3H11N (ωB97M-V/def2-TZVPD)
C -1.071 2.301 1.153
H -1.204 3.095 1.896
H -0.770 1.413 1.672
H -0.162 2.711 0.674
H -1.877 2.431 0.440
C -0.414 -1.764 -0.139
N 0.764 -0.890 0.013
C 0.890 -0.025 -1.112
H -0.589 -2.167 -1.100
H -0.364 -2.603 0.570
H -1.311 -1.214 0.114
H 1.581 -1.205 0.388
H 1.334 -0.589 -2.004
H 1.672 0.790 -0.876
H -0.084 0.493 -1.274
```

Here is 2 unconnected molecules or ions with the total composition C3H11N from the OMol25 dataset. Energies are from ωB97M-V/def2-TZVPD.

Computed properties:
E_HOMO: -0.332 Ha
LUMO level: 1.03 eV
Energy: -4779.081 eV
Energy above the lowest of the compared OMol25 structures with the same formula, charge and spin: 9.6 kcal per mole
SMILES: CCN.C
Largest force on an atom: 0.0300 Eh/bohr
Frontier orbital gap: 10.08 eV
Multiplicity: 1

The geometry in XYZ format:
```
15
C3H11N (ωB97M-V/def2-TZVPD)
C 2.910 -1.451 0.364
H 3.662 -1.765 -0.327
H 3.128 -0.427 0.656
H 3.008 -2.007 1.299
H 1.929 -1.641 -0.055
C -1.860 0.214 0.831
C -1.358 0.347 -0.624
N -0.130 1.138 -0.656
H -2.858 0.657 0.918
H -2.001 -0.822 1.097
H -1.205 0.801 1.465
H -1.209 -0.638 -1.025
H -2.089 0.809 -1.289
H 0.155 1.360 -1.598
H 0.618 0.687 -0.149
```

Here is 2 unconnected molecules or ions with the total composition C3H11N from the OMol25 dataset. Energies are from ωB97M-V/def2-TZVPD.

Computed properties:
E_HOMO: -0.303 Ha
LUMO level: 1.24 eV
Energy: -4778.400 eV
Energy above the lowest of the compared OMol25 structures with the same formula, charge and spin: 25.3 kcal per mole
SMILES: CNC.C
Largest force on an atom: 0.0532 Eh/bohr
Frontier orbital gap: 9.49 eV
Multiplicity: 1

The geometry in XYZ format:
```
15
C3H11N (ωB97M-V/def2-TZVPD)
C -4.908 4.461 -3.671
H -4.318 3.645 -3.199
H -4.934 5.429 -3.143
H -5.979 4.007 -3.725
H -4.731 4.620 -4.759
C 2.783 -2.574 1.757
N 1.899 -1.467 1.826
C 1.054 -0.990 0.746
H 2.342 -3.573 1.969
H 3.140 -2.671 0.707
H 3.669 -2.408 2.384
H 1.384 -1.411 2.696
H 1.148 -1.744 -0.043
H 1.352 -0.015 0.309
H 0.041 -0.965 1.070
```

Here is 2 unconnected molecules or ions with the total composition C3H11N2 from the OMol25 dataset. Energies are from ωB97M-V/def2-TZVPD.

Computed properties:
E_HOMO: -0.473 Ha
LUMO level: -3.46 eV
Energy: -6262.084 eV
Energy above the lowest of the compared OMol25 structures with the same formula, charge and spin: 34.5 kcal per mole
Total charge: +1
Largest force on an atom: 0.0402 Eh/bohr
Frontier orbital gap: 9.41 eV
Multiplicity: 1

The geometry in XYZ format:
```
16
C3H11N2 (ωB97M-V/def2-TZVPD)
C -1.751 0.293 -1.952
N -0.752 -0.465 -1.091
H -1.285 0.478 -2.907
H -2.117 1.088 -1.351
H -2.606 -0.380 -2.005
H -1.179 -0.567 -0.166
H -0.509 -1.394 -1.428
H 0.090 0.073 -0.818
C 1.010 -1.064 1.772
C 1.156 0.251 1.862
N 1.347 1.110 0.765
H 0.875 -1.592 0.829
H 1.281 -1.755 2.558
H 1.173 0.765 2.819
H 1.053 2.069 0.867
H 2.212 1.092 0.247
```

Here is 2 unconnected molecules or ions with the total composition C3H11N2 from the OMol25 dataset. Energies are from ωB97M-V/def2-TZVPD.

Computed properties:
E_HOMO: -0.451 Ha
LUMO level: -3.63 eV
Energy: -6261.780 eV
Energy above the lowest of the compared OMol25 structures with the same formula, charge and spin: 41.5 kcal per mole
Total charge: +1
Largest force on an atom: 0.0524 Eh/bohr
Frontier orbital gap: 8.64 eV
Multiplicity: 1

The geometry in XYZ format:
```
16
C3H11N2 (ωB97M-V/def2-TZVPD)
C 2.516 0.208 0.563
N 1.487 -0.649 -0.308
H 2.600 1.170 0.081
H 3.420 -0.372 0.443
H 1.927 0.284 1.480
H 1.793 -0.764 -1.273
H 1.491 -1.551 0.159
H 0.631 -0.088 -0.284
C -2.508 0.354 -1.097
C -1.814 0.687 -0.012
N -1.247 -0.207 0.899
H -2.549 -0.624 -1.577
H -3.092 1.050 -1.702
H -1.950 1.737 0.235
H -1.351 -0.103 1.889
H -1.353 -1.132 0.504
```

Here is 2 unconnected molecules or ions with the total composition C3H11N2 from the OMol25 dataset. Energies are from ωB97M-V/def2-TZVPD.

Computed properties:
E_HOMO: -0.482 Ha
LUMO level: -3.32 eV
Energy: -6262.494 eV
Energy above the lowest of the compared OMol25 structures with the same formula, charge and spin: 25.1 kcal per mole
Total charge: +1
Largest force on an atom: 0.0197 Eh/bohr
Frontier orbital gap: 9.79 eV
Multiplicity: 1

The geometry in XYZ format:
```
16
C3H11N2 (ωB97M-V/def2-TZVPD)
C 1.036 1.966 -0.881
N -0.127 0.997 -0.941
H 1.831 1.471 -0.335
H 0.686 2.812 -0.302
H 1.339 2.215 -1.890
H -0.329 0.786 -1.920
H 0.093 0.046 -0.548
H -0.995 1.355 -0.550
C -0.902 -0.897 1.900
C -0.851 -1.559 0.755
N 0.303 -1.706 -0.067
H 0.028 -0.588 2.362
H -1.817 -0.492 2.301
H -1.686 -2.091 0.314
H 1.167 -1.792 0.462
H 0.224 -2.522 -0.661
```

Here is a molecular structure, C3H11N2 from the OMol25 dataset. Energies are from ωB97M-V/def2-TZVPD.

Computed properties:
E_HOMO: -0.569 Ha
LUMO level: -3.52 eV
Energy: -6262.792 eV
Energy above the lowest of the compared OMol25 structures with the same formula, charge and spin: 18.2 kcal per mole
Total charge: +1
Largest force on an atom: 0.0234 Eh/bohr
Frontier orbital gap: 11.97 eV
Multiplicity: 1

The geometry in XYZ format:
```
16
C3H11N2 (ωB97M-V/def2-TZVPD)
C -0.191 1.502 1.210
C -0.874 0.188 0.863
C 0.397 -1.797 0.587
N 0.004 -0.707 0.064
H -0.890 2.231 1.636
H 0.543 1.277 1.998
H 0.332 2.059 0.424
H -1.810 0.335 0.317
H -1.081 -0.311 1.816
H 0.026 -2.166 1.546
H 0.994 -2.466 -0.033
N 0.531 0.436 -2.192
H 0.219 1.405 -2.171
H 0.195 -0.245 -1.150
H 0.045 -0.002 -2.975
H 1.523 0.482 -2.409
```

Here is 2 unconnected molecules or ions with the total composition C3H11N2 from the OMol25 dataset. Energies are from ωB97M-V/def2-TZVPD.

Computed properties:
E_HOMO: -0.501 Ha
LUMO level: -3.43 eV
Energy: -6261.094 eV
Energy above the lowest of the compared OMol25 structures with the same formula, charge and spin: 57.4 kcal per mole
Total charge: +1
Largest force on an atom: 0.0553 Eh/bohr
Frontier orbital gap: 10.20 eV
Multiplicity: 1

The geometry in XYZ format:
```
16
C3H11N2 (ωB97M-V/def2-TZVPD)
C -0.697 2.703 -0.188
N -0.970 1.625 0.434
H -0.068 3.558 0.102
H -0.925 2.590 -1.258
H -0.015 0.080 0.192
H -1.367 1.657 1.373
C 0.895 -1.342 -1.295
N 0.108 -0.925 -0.087
C 0.452 -1.671 1.139
H 1.939 -1.233 -0.991
H 0.547 -2.334 -1.577
H 0.764 -0.606 -2.080
H -0.833 -1.246 -0.342
H 0.645 -2.734 0.966
H -0.242 -1.628 1.985
H 1.511 -1.484 1.403
```

Here is 2 unconnected molecules or ions with the total composition C3H11N2 from the OMol25 dataset. Energies are from ωB97M-V/def2-TZVPD.

Computed properties:
E_HOMO: -0.516 Ha
LUMO level: -3.39 eV
Energy: -6261.346 eV
Energy above the lowest of the compared OMol25 structures with the same formula, charge and spin: 51.5 kcal per mole
Total charge: +1
Largest force on an atom: 0.0634 Eh/bohr
Frontier orbital gap: 10.64 eV
Multiplicity: 1

The geometry in XYZ format:
```
16
C3H11N2 (ωB97M-V/def2-TZVPD)
C -1.470 2.341 -0.103
N -1.317 1.439 -0.977
H -0.709 3.106 -0.007
H -2.324 2.279 0.610
H -2.167 1.025 -1.394
H -0.174 0.122 -0.687
C 0.204 -1.978 0.514
C 1.106 -0.805 0.730
N 0.887 0.123 -0.519
H 0.283 -2.703 1.353
H 0.661 -2.647 -0.248
H -0.826 -1.711 0.325
H 2.134 -1.118 0.514
H 1.068 -0.185 1.607
H 1.224 -0.254 -1.407
H 1.419 0.966 -0.312
```